# 1
2 unconnected molecules or ions with the total composition CH5N3S at a distorted geometry, computed with wB97M-V/def2-TZVPD.

LUMO level	0.03373	Eh
HOMO level	-8.9	eV
net charge	0
relative energy (zero: lowest compared OMol25 entry of this formula, charge and spin)	51.9	kcal per mole

Geometry (Å):
C  1.152  -1.165  0.892
N  -0.911  1.981  -0.565
N  -0.343  2.510  0.258
N  -1.597  1.337  -1.265
S  0.255  -1.301  -0.663
H  1.768  -2.065  0.970
H  0.489  -1.052  1.851
H  1.711  -0.205  0.856
H  -0.992  -1.473  -0.053
H  -1.533  1.432  -2.281


# 2
A molecular structure, C32H42N6O5S3Ti at a distorted geometry, computed with wB97M-V/def2-TZVPD.

LUMO level (alpha / beta)	0.00031 / 0.00035	Eh
HOMO level (alpha / beta)	-5.3 / -5.3	eV
net charge	0
relative energy (zero: lowest compared OMol25 entry of this formula, charge and spin)	9.6	kcal per mole

Geometry (Å):
Ti  -0.543  0.143  0.022
C  -1.919  3.884  1.787
C  -1.571  2.793  0.827
N  -1.454  1.486  1.176
N  -1.786  1.050  2.437
C  -1.842  -0.245  2.386
O  -1.684  -0.881  1.247
C  -2.038  -1.036  3.622
C  -2.221  -2.412  3.541
C  -2.360  -3.168  4.698
C  -2.309  -2.554  5.941
C  -2.115  -1.179  6.025
C  -1.977  -0.423  4.872
C  -1.341  2.945  -0.518
C  -1.367  4.185  -1.232
C  -1.270  4.194  -2.581
C  -1.130  2.949  -3.277
C  -1.020  1.804  -2.559
N  -1.083  1.746  -1.194
H  -2.244  3.450  2.730
H  -1.051  4.513  1.998
H  -2.720  4.520  1.404
H  -2.235  -2.878  2.565
H  -2.503  -4.239  4.628
H  -2.413  -3.144  6.843
H  -2.066  -0.697  6.993
H  -1.816  0.646  4.921
H  -1.483  5.103  -0.672
H  -1.306  5.127  -3.129
H  -1.086  2.908  -4.357
H  -0.862  0.855  -3.056
O  3.053  1.822  1.789
S  1.753  1.565  2.347
O  0.878  2.659  2.606
N  0.969  0.375  1.440
C  1.212  -0.851  1.952
S  0.936  -2.217  1.076
C  1.761  -0.788  3.341
C  1.971  -1.839  4.212
C  2.456  -1.544  5.481
C  2.726  -0.229  5.852
C  2.523  0.824  4.969
C  2.020  0.503  3.724
H  1.745  -2.852  3.904
H  2.617  -2.344  6.191
H  3.098  -0.023  6.848
H  2.728  1.849  5.248
C  -4.120  -1.441  -3.439
N  -3.413  -1.326  -2.169
C  -3.905  -0.257  -1.300
C  -2.113  -1.687  -2.064
O  -1.308  -1.038  -1.366
N  -1.663  -2.760  -2.755
C  -0.229  -3.026  -2.727
C  -2.503  -3.919  -3.017
H  -4.296  -0.439  -3.838
H  -5.083  -1.939  -3.310
H  -3.529  -1.997  -4.161
H  -4.977  -0.397  -1.168
H  -3.719  0.725  -1.742
H  -3.418  -0.301  -0.330
H  0.038  -3.628  -1.854
H  0.327  -2.093  -2.682
H  0.038  -3.571  -3.632
H  -3.532  -3.719  -2.735
H  -2.143  -4.763  -2.423
H  -2.469  -4.198  -4.071
C  5.108  -1.814  -1.737
C  4.096  -0.740  -2.126
C  3.647  0.039  -0.900
S  2.237  1.118  -1.107
O  1.102  0.181  -1.549
C  2.686  2.122  -2.535
C  2.380  1.525  -3.904
C  2.294  2.620  -4.962
H  5.462  -2.357  -2.613
H  4.664  -2.536  -1.049
H  5.977  -1.376  -1.242
H  3.224  -1.201  -2.594
H  4.540  -0.063  -2.859
H  4.439  0.650  -0.460
H  3.285  -0.643  -0.123
H  3.744  2.364  -2.401
H  2.116  3.043  -2.390
H  1.435  0.985  -3.846
H  3.144  0.798  -4.183
H  1.476  3.305  -4.736
H  2.118  2.195  -5.951
H  3.217  3.203  -5.011